1.
DFT (wB97M-V/def2-TZVPD) results for C2H2FLuO2 as an isolated structure.

```
8
Properties=species:S:1:pos:R:3:lowdin_charge:R:1
F 4.24728 -1.57447 0.16288 -0.57
O -2.46805 1.83781 0.02913 0.12
C -1.53298 1.31739 -0.47832 -0.08
C -0.78902 0.06419 -0.00312 -0.37
O 0.51146 0.02353 -0.38929 -0.47
Lu 2.39232 -0.91718 0.02876 2.12
H -1.37574 -0.77263 -0.43955 0.13
H -0.98527 0.02136 1.08952 0.13
```

Results
Charge: +1
Energy relative to the best compared isomer or geometry (same formula, charge and spin), eV: 1.014
Multiplicity: 2
HOMO (spin up / spin down), eV: -11.1 / -15.0
Largest force on an atom, eV/A: 4.213
LUMO energy (spin up / spin down), eV: -7.48 / -7.57

---

2.
DFT (wB97M-V/def2-TZVPD) results for C16H15N3O3S as an isolated structure.

```
38
Properties=species:S:1:pos:R:3:lowdin_charge:R:1
C -2.35912 -2.75600 -2.77676 -0.19
H -2.92138 -2.98332 -1.83852 0.13
O -1.37267 -3.47860 -3.00349 0.00
C -0.31076 -3.59744 -2.28498 -0.37
C -0.36984 -2.89969 -1.24172 0.08
C 0.95356 -3.10546 -0.34468 -0.09
C 2.13832 -3.93361 -0.76860 -0.06
C 1.77328 -4.59983 -1.82668 -0.18
C 0.69213 -4.52867 -2.63979 0.01
H 0.71438 -4.95546 -3.61684 0.11
H 2.73042 -5.29870 -1.94962 0.16
H 2.72866 -4.08770 0.05881 0.07
N 0.89869 -2.33125 0.78826 0.08
C 0.12110 -1.59372 1.68599 -0.30
O -1.14359 -1.35243 1.15173 -0.07
C 0.74686 -1.10315 2.88051 -0.01
H 0.81767 -1.79574 3.47535 0.02
H 1.66229 -0.57891 2.68759 0.12
C -0.44828 0.04694 3.60490 0.08
C -0.42913 1.04943 2.56905 -0.44
N 0.24170 1.47674 1.64791 0.22
C -0.18234 2.41648 1.12735 -0.47
N -1.49719 2.69142 1.63269 0.18
O -1.51680 1.70161 2.52757 0.06
C -0.00161 3.28731 0.15545 -0.40
C 1.48225 3.25146 -0.49867 0.00
C 1.77637 4.16612 -1.72571 -0.07
C 0.68349 4.97002 -1.59009 -0.65
S -0.48964 4.58026 -0.76595 1.08
H 0.73745 5.82075 -2.48170 0.16
H 2.63255 4.14145 -1.99025 -0.02
H 2.05241 2.37926 -0.25463 0.07
H 0.00597 0.39070 4.48060 0.10
H -1.36225 -0.48342 3.51486 0.11
H 1.89636 -2.53817 1.36510 0.21
H -1.01448 -2.33065 -0.53281 0.10
H -2.33275 -1.73373 -2.70611 0.09
H -2.88123 -2.92526 -3.57781 0.06
```

Results
Energy relative to the best compared isomer or geometry (same formula, charge and spin), eV: 17.758
HOMO, eV: -8.0
Largest force on an atom, eV/A: 17.332
LUMO energy, eV: 0.05

---

3.
DFT (wB97M-V/def2-TZVPD) results for a 2-piece molecular cluster, C6H14N2O2 overall.

```
24
Properties=species:S:1:pos:R:3:lowdin_charge:R:1
C -0.78311 -1.64564 0.85204 -0.18
C -1.73126 0.85165 -0.82034 -0.05
C -0.03079 -2.75042 0.20619 -0.06
C -0.40524 0.82510 -0.10098 -0.52
N -0.45023 -1.11136 2.01469 0.11
O -0.29730 1.25785 1.12860 -0.16
H -1.77240 -1.40720 0.48427 0.11
H 0.46638 -1.38402 2.35383 0.11
H -0.49327 0.01297 1.98949 0.11
H -2.50825 0.35758 -0.22886 0.06
H -1.67187 0.35672 -1.79253 0.08
H -2.07163 1.87910 -0.97485 0.08
H 1.04158 -2.64372 0.37936 0.08
H -0.21262 -2.75720 -0.87009 0.08
H -0.35126 -3.72680 0.58925 0.09
N 1.62338 2.63364 -0.64340 0.07
C 0.88871 0.24690 -0.73357 -0.32
C 0.85520 1.63516 -1.21032 -0.19
O 1.85740 -0.07351 0.22606 -0.03
H 1.53303 0.37529 1.03244 0.08
H 2.24442 2.30438 0.08284 0.08
H 1.10850 3.44892 -0.33227 0.09
H 0.78478 -0.53813 -1.47673 0.13
H 0.37587 1.85275 -2.15513 0.13
```

Results
Energy relative to the best compared isomer or geometry (same formula, charge and spin), eV: 4.778
HOMO (spin up / spin down), eV: -6.3 / -6.3
Largest force on an atom, eV/A: 1.388
LUMO energy (spin up / spin down), eV: 0.04 / 0.04

---

4.
DFT (wB97M-V/def2-TZVPD) results for C50H58IrN7O2S as an isolated structure.

```
119
Properties=species:S:1:pos:R:3:lowdin_charge:R:1
Ir 0.26703 0.97760 -0.10369 1.72
C 1.46940 -2.87478 -4.40955 -0.07
C 2.27025 -1.59228 -4.57457 -0.18
C 2.35776 -0.77615 -3.34232 -0.11
C 3.39414 -0.59343 -2.48005 -0.08
C 4.80009 -1.13403 -2.57097 -0.19
C 4.99000 -2.44676 -1.89998 -0.08
C 2.88132 0.16338 -1.36367 -0.21
C 3.70697 0.64337 -0.36480 0.04
C 3.23323 1.37068 0.71679 -0.23
C 4.07668 1.84403 1.79497 -0.10
C 5.54280 1.51560 1.95353 -0.16
C 5.94144 0.01890 2.05368 -0.08
C 3.23632 2.48740 2.66366 -0.12
C 1.92000 2.31035 2.17106 -0.18
C 0.72737 2.74441 2.80132 0.04
C -0.52326 2.65382 2.32276 -0.19
N -0.90685 2.08522 1.10543 -0.04
C -2.21749 2.46023 0.90999 -0.20
C -2.90263 2.38194 -0.24213 0.03
C -2.47096 1.69161 -1.37964 -0.18
N -1.16275 1.23187 -1.55388 -0.03
C -1.11840 0.71435 -2.80760 -0.23
C 0.01557 0.11352 -3.36645 0.04
C 1.21453 -0.10463 -2.76643 -0.19
N 1.55867 0.42479 -1.52274 -0.06
C -2.37792 0.85388 -3.45901 -0.12
C -3.22374 1.41813 -2.55799 -0.10
C -4.72832 1.70217 -2.72909 -0.17
C -5.52281 0.61233 -2.04960 -0.08
C -2.66896 0.49413 -4.91091 -0.16
C -2.34221 1.69000 -5.90205 -0.06
C -2.72505 3.09003 2.11492 -0.09
C -1.70424 3.25622 2.94566 -0.11
C -1.57761 4.03247 4.22222 -0.17
C -1.16824 5.48623 3.96833 -0.07
C -4.16238 3.54381 2.28373 -0.17
C -5.15107 2.38324 2.21307 -0.09
N 1.92019 1.66192 0.95235 -0.03
C 3.55389 3.04263 4.03334 -0.18
C 3.47592 1.95792 5.10083 -0.08
H 1.47343 -3.46537 -5.31961 0.08
H 0.39852 -2.59649 -4.23683 0.06
H 1.81450 -3.50165 -3.58460 0.08
H 1.81938 -1.04147 -5.38935 0.11
H 3.30682 -1.78511 -4.93752 0.13
H 5.45868 -0.37822 -2.11645 0.11
H 5.07313 -1.25062 -3.61675 0.11
H 4.68998 -2.49787 -0.84355 0.06
H 6.03829 -2.73450 -1.91695 0.08
H 4.32345 -3.15167 -2.45351 0.09
H 4.77639 0.53604 -0.45050 0.11
H 5.87806 2.00057 2.87433 0.11
H 6.09600 1.98128 1.14836 0.11
H 5.53763 -0.45426 2.97740 0.08
H 7.04775 -0.02172 2.10340 0.09
H 5.59561 -0.56491 1.19945 0.05
H 0.91880 3.25736 3.75100 0.12
H -3.90819 2.71042 -0.26176 0.11
H -0.02450 -0.34146 -4.35074 0.11
H -4.96713 1.75164 -3.78226 0.10
H -4.98808 2.69972 -2.37143 0.11
H -5.33576 -0.36269 -2.48556 0.08
H -6.58863 0.79403 -2.09587 0.08
H -5.23128 0.53872 -0.99902 0.07
H -3.72896 0.20564 -4.97253 0.11
H -2.08656 -0.38568 -5.15949 0.09
H -3.04590 2.52956 -5.62519 0.09
H -2.51677 1.35885 -6.94460 0.08
H -1.31800 1.99750 -5.79865 0.06
H -0.85590 3.53490 4.83833 0.10
H -2.53225 4.00565 4.74002 0.11
H -0.23840 5.61373 3.39968 0.08
H -0.98527 6.00359 4.90879 0.08
H -1.97341 6.02976 3.49498 0.07
H -4.43581 4.32250 1.56579 0.12
H -4.34920 4.01987 3.25360 0.11
H -5.03487 1.77617 1.30815 0.05
H -6.21080 2.71605 2.24593 0.09
H -5.00842 1.67005 3.03945 0.09
H 2.89333 3.88126 4.30337 0.11
H 4.55498 3.44332 4.01822 0.10
H 2.49877 1.48050 5.15205 0.06
H 3.70421 2.34366 6.08639 0.07
H 4.22995 1.16479 4.88493 0.08
C -3.26123 -5.90405 -3.55750 -0.03
C -2.91237 -4.83295 -2.51474 -0.24
C -3.38161 -4.90625 -1.22967 -0.04
C -3.07604 -3.92630 -0.29636 -0.03
C -2.31661 -2.82936 -0.69907 -0.30
C -1.83647 -2.72473 -1.99510 -0.06
C -2.09028 -3.75120 -2.91280 -0.02
S -1.91742 -1.60644 0.48471 0.59
O -2.83815 -0.52473 0.25639 -0.28
O -1.83194 -2.22937 1.76349 -0.27
N -0.42359 -1.04769 0.10279 -0.24
C 0.66259 -1.80957 0.62181 -0.39
C 0.91757 -3.15470 0.22797 0.02
C 2.16077 -3.68310 0.57220 -0.04
C 3.05331 -2.91275 1.35254 -0.06
C 2.67188 -1.63780 1.66907 -0.13
N 1.49899 -1.07950 1.33925 0.11
H -3.57174 -6.77533 -3.01334 0.07
H -2.41723 -6.10799 -4.22119 0.08
H -4.06711 -5.53368 -4.15315 0.07
H -3.97093 -5.73054 -0.90683 0.11
H -3.47222 -4.04201 0.71167 0.13
H -1.23367 -1.86728 -2.30693 0.09
H -1.78286 -3.66197 -3.93354 0.10
H 0.16649 -3.63440 -0.38044 0.10
H 2.38463 -4.69580 0.25498 0.11
H 4.01342 -3.28371 1.67317 0.11
H 3.34377 -1.01329 2.19229 0.08
C -0.12989 -1.75700 6.56012 -0.07
C -0.25350 -0.75991 5.52888 -0.27
N -0.39706 0.09276 4.75390 0.16
H 0.91757 -2.00529 6.72695 0.08
H -0.65733 -2.64903 6.27943 0.08
H -0.61401 -1.38461 7.49765 0.11
```

Results
Charge: +1
Energy relative to the best compared isomer or geometry (same formula, charge and spin), eV: 0.002
Multiplicity: 6
HOMO (spin up / spin down), eV: -8.0 / -10.2
Largest force on an atom, eV/A: 2.288
LUMO energy (spin up / spin down), eV: -3.25 / -5.17

---

5.
DFT (wB97M-V/def2-TZVPD) results for a single C6H13N molecule.

```
20
Properties=species:S:1:pos:R:3:lowdin_charge:R:1
C -0.93652 2.12045 0.07429 -0.08
C -0.98832 0.61077 0.02187 -0.46
C 0.22177 0.00758 0.78486 -0.14
C 1.17581 -0.78954 -0.08175 -0.37
C 2.47305 -0.53406 -0.11964 0.03
C 0.58095 -1.89824 -0.90818 -0.07
N -2.26893 0.09025 0.42926 0.04
H -1.69268 2.55774 -0.57171 0.07
H -0.97653 2.65186 1.03498 0.08
H 0.01148 2.49703 -0.33013 0.08
H -0.80164 0.39552 -1.02930 0.12
H 0.80800 0.74773 1.32209 0.10
H -0.09752 -0.66637 1.57072 0.11
H 2.97584 0.23789 0.44516 0.06
H 3.21430 -0.98467 -0.76124 0.05
H -0.19153 -1.58891 -1.62879 0.08
H 0.08721 -2.63227 -0.26405 0.08
H 1.34438 -2.30313 -1.56603 0.07
H -2.62288 0.38310 1.32400 0.07
H -2.31624 -0.90272 0.25359 0.07
```

Results
SMILES: C=C(C)C[C@H](C)N
Energy relative to the best compared isomer or geometry (same formula, charge and spin), eV: 0.747
HOMO, eV: -8.9
Largest force on an atom, eV/A: 1.389
LUMO energy, eV: 1.02

---

6.
DFT (wB97M-V/def2-TZVPD) results for C16H15N6OSTi as an isolated structure.

```
40
Properties=species:S:1:pos:R:3:lowdin_charge:R:1
Ti -0.26629 0.02131 0.05496 1.20
C 0.13046 2.70566 -1.49743 -0.03
N 0.98579 1.68242 -0.82017 -0.10
C 2.07150 1.10308 -1.66935 -0.04
C 1.73476 -0.32236 -1.95789 -0.23
N 0.77519 -0.96391 -1.24411 0.01
C 0.75895 -2.30869 -1.69565 -0.17
C -0.01781 -3.39560 -1.31882 0.01
C 0.23378 -4.58611 -1.97961 -0.01
C 1.21609 -4.68978 -2.97325 0.00
C 1.99024 -3.60627 -3.35197 0.05
C 1.73364 -2.41952 -2.68643 -0.14
N 2.31146 -1.14288 -2.80527 0.25
C -1.29643 2.27864 -1.39364 -0.23
N -1.63520 1.13093 -0.75447 0.01
C -3.04979 1.03482 -0.80959 -0.18
C -3.92640 0.07435 -0.32462 0.01
C -5.27164 0.29456 -0.56795 -0.01
C -5.72680 1.42521 -1.25889 0.00
C -4.85460 2.38693 -1.73916 0.05
C -3.51097 2.15675 -1.49713 -0.14
N -2.36576 2.90179 -1.83237 0.25
H 0.42133 2.82488 -2.54234 0.15
H 0.26053 3.67679 -1.01424 0.17
H 1.43732 2.13740 -0.02854 0.13
H 3.01590 1.14322 -1.12036 0.17
H 2.21029 1.67577 -2.58724 0.15
H -0.77766 -3.34036 -0.54925 0.12
H -0.34094 -5.46446 -1.71958 0.13
H 1.37517 -5.64461 -3.45524 0.14
H 2.74854 -3.68946 -4.11847 0.14
H 3.06588 -0.89919 -3.43829 0.21
H -3.60299 -0.80566 0.21689 0.12
H -5.99418 -0.42672 -0.21161 0.13
H -6.78898 1.54882 -1.41863 0.14
H -5.20588 3.26068 -2.27089 0.14
H -2.36869 3.78241 -2.33578 0.21
O -1.01595 -1.13979 1.37263 -0.56
S -0.08796 -0.52262 2.51140 1.12
N 0.71003 0.52829 1.83096 -0.36
```

Results
Charge: +3
HOMO, eV: -18.2
Largest force on an atom, eV/A: 0.384
LUMO energy, eV: -12.34